The following is a DFT calculation (wB97M-V/def2-TZVPD) of a 11-piece molecular cluster, C15H48O11 overall in a non-equilibrium geometry.

The structure (SMILES) is CC(C)=O.CC(C)=O.CO.CO.CO.CO.CO.CO.CO.CO.CO. The highest occupied orbital energy is -9.15 eV. For the strongest force on any atom, the calculation gives 3.01 eV/A.

Each line ends with the Löwdin charge.
Element x y z (Å)
C: 0.94545 -3.24246 -0.12648  -0.019
C: 0.95303 -4.70540 -0.58366  -0.527
C: 0.82125 -4.88583 -2.00604  -0.014
O: 0.97872 -5.55629 0.25392  0.088
H: 0.10242 -2.72576 -0.60964  0.059
H: 1.86836 -2.73473 -0.35727  0.084
H: 0.80824 -3.21139 0.92059  0.057
H: 1.69376 -4.39210 -2.41557  0.096
H: -0.03896 -4.32471 -2.41739  0.081
H: 0.80110 -5.92638 -2.28613  0.089
C: 3.65212 3.22854 4.01889  -0.010
C: 2.45333 3.28346 3.05999  -0.455
C: 1.13191 3.69339 3.71253  -0.005
O: 2.60731 2.95567 1.92523  0.069
H: 4.50511 2.99101 3.43320  0.067
H: 3.49273 2.53884 4.82705  0.080
H: 3.91546 4.21713 4.42581  0.088
H: 1.18769 4.57857 4.31084  0.072
H: 0.86000 3.08370 4.55862  0.076
H: 0.29294 3.73512 3.00224  0.088
C: -2.15750 -2.68472 -3.38075  -0.132
O: -1.23103 -1.64387 -3.10073  -0.138
H: -2.95452 -2.41426 -4.09352  0.088
H: -1.56858 -3.50756 -3.71964  0.054
H: -2.53428 -2.93666 -2.40397  0.058
H: -1.56879 -1.09711 -2.40131  0.019
C: 1.66726 -0.02510 -3.52741  -0.111
O: 0.94361 0.94023 -2.79327  -0.136
H: 1.19489 -1.03284 -3.58707  0.077
H: 1.78930 0.35548 -4.55307  0.088
H: 2.61080 -0.11419 -2.97805  0.089
H: 1.21859 0.90733 -1.88369  0.035
C: -1.45929 1.00129 3.34641  -0.166
O: -0.56133 -0.10100 3.38188  -0.144
H: -2.49327 0.61470 3.24620  0.079
H: -1.38460 1.61458 4.29490  0.088
H: -1.33304 1.65105 2.49207  0.054
H: 0.35848 0.18147 3.46492  0.037
C: 2.55342 -1.15969 3.08124  -0.138
O: 2.32092 0.22472 2.97154  -0.154
H: 2.23029 -1.46306 4.04872  0.073
H: 2.11677 -1.80288 2.33411  0.066
H: 3.64406 -1.30204 3.10263  0.086
H: 2.27683 0.45408 2.00128  0.074
C: -2.79025 -3.05600 1.31566  -0.095
O: -2.59286 -2.66593 -0.07545  -0.133
H: -3.78011 -3.44099 1.43644  0.066
H: -2.11946 -3.83074 1.56843  0.058
H: -2.58400 -2.20916 1.99879  0.086
H: -2.66070 -1.72425 -0.09874  0.001
C: 1.73538 4.14773 -1.71495  -0.115
O: 1.51720 3.23544 -0.66063  -0.135
H: 2.12410 3.68208 -2.61146  0.079
H: 0.77685 4.61370 -1.90441  0.085
H: 2.39447 4.92569 -1.44092  0.070
H: 2.14928 3.40367 0.04778  0.053
C: -2.12787 1.68456 -4.01149  -0.122
O: -1.69162 1.44299 -2.69220  -0.172
H: -1.38758 2.18057 -4.61343  0.075
H: -2.40246 0.73027 -4.50198  0.085
H: -3.07107 2.28086 -3.91502  0.098
H: -0.72774 1.30318 -2.60851  0.046
C: -4.09130 0.20775 -0.32487  -0.182
O: -3.27152 -0.09147 -1.38586  -0.158
H: -3.56510 0.69815 0.50877  0.079
H: -4.93723 0.81460 -0.65925  0.086
H: -4.46750 -0.72344 0.09122  0.076
H: -2.80407 0.73488 -1.73746  0.062
C: 0.02348 0.16380 0.18973  -0.133
O: 1.32496 0.70124 0.26666  -0.144
H: 0.05994 -0.72409 -0.49147  0.072
H: -0.31903 -0.28255 1.13322  0.072
H: -0.72563 0.88633 -0.07615  0.082
H: 1.30050 1.65079 -0.02260  0.044

Cartesian forces (eV/Å) of the 6 atoms listed first:
-0.473 -0.293 -1.081
-0.722 2.280 1.780
-0.201 -0.008 -1.737
0.243 -1.535 0.507
0.336 -0.127 0.055
0.375 0.231 -0.332